1.
# C25H21ClIrN3P

C25H21ClIrN3P as an isolated structure (ωB97M-V/def2-TZVPD, the Open Molecules 2025 dataset).

Computed properties:
Largest force on an atom in Eh/bohr: 0.00829
LUMO (alpha / beta) in Ha: -0.2983 / -0.3313
DFT total energy in a.u.: -2034.8769
2S+1: 2
Energy relative to the best compared isomer or geometry (same formula, charge and spin) in kcal per mole: 0.0
Net charge: +2

```
52
Properties=species:S:1:pos:R:3:forces:R:3
Ir 0.5509 -1.2490 -1.0568 0.2 -0.2 -0.3
N 0.6141 1.6839 -1.7075 0.1 -0.1 0.1
P 0.0464 0.8599 -0.3452 -0.1 -0.1 -0.1
C 1.0598 1.1577 1.0907 0.0 0.3 -0.1
C 1.5690 0.1297 1.8829 0.0 -0.1 0.0
C 2.3417 0.4422 2.9913 0.0 0.0 0.0
C 2.6052 1.7676 3.3037 0.0 0.0 0.0
C 2.0953 2.7960 2.5165 0.0 0.0 0.0
C 1.3212 2.4968 1.4110 0.0 0.0 0.1
C -1.5998 1.4735 -0.0877 0.1 0.1 0.0
C -2.0684 1.6402 1.2198 0.0 0.1 0.0
C -3.3759 2.0478 1.4245 0.0 0.0 0.0
C -4.2088 2.2861 0.3367 0.0 0.0 0.0
C -3.7428 2.1211 -0.9625 0.0 0.0 0.0
C -2.4389 1.7093 -1.1811 0.0 0.0 0.0
C 1.4898 1.0691 -2.5861 -0.1 0.1 0.1
C 2.1726 1.7826 -3.5628 0.0 0.0 0.0
C 2.9883 1.0990 -4.4372 0.0 0.0 0.0
C 3.1233 -0.2852 -4.3258 0.0 0.0 0.0
C 2.4415 -0.9340 -3.3340 0.1 0.0 -0.1
N 1.6281 -0.2700 -2.4731 -0.2 0.1 0.3
H 0.4949 2.6836 -1.7999 0.0 0.0 0.0
H 1.3708 -0.9108 1.6524 0.0 0.0 0.0
H 2.7381 -0.3519 3.6088 0.0 0.0 0.0
H 3.2100 2.0068 4.1681 0.0 0.0 0.0
H 2.3006 3.8274 2.7681 0.0 0.0 0.0
H 0.9140 3.3044 0.8127 0.0 0.0 0.0
H -1.4128 1.4727 2.0653 0.0 0.0 0.0
H -3.7437 2.1928 2.4312 0.0 0.0 0.0
H -5.2273 2.6104 0.5033 0.0 0.0 0.0
H -4.3949 2.3187 -1.8021 0.0 0.0 0.0
H -2.0777 1.5800 -2.1946 0.0 0.0 0.0
H 2.0549 2.8556 -3.6228 0.0 0.0 0.0
H 3.5244 1.6385 -5.2066 0.0 0.0 0.0
H 3.7538 -0.8484 -4.9973 0.0 0.0 0.0
H 2.5204 -1.9984 -3.1811 0.0 0.0 0.0
Cl 2.2471 -2.7144 -0.6415 0.0 -0.1 0.1
C -1.1525 -2.2363 -1.5725 -0.2 0.0 0.1
C -1.1486 -2.6259 -0.1631 0.2 0.2 -0.1
C -0.5363 -3.8257 0.2796 0.0 0.0 0.0
C -0.4823 -4.1268 1.6173 0.0 0.0 0.0
C -1.0326 -3.2326 2.5473 0.0 0.0 0.0
C -1.6624 -2.0549 2.1406 0.0 0.0 0.0
C -1.7296 -1.7604 0.7959 0.0 -0.1 0.1
C -0.9438 -3.5248 3.9488 0.0 0.0 0.0
N -0.8685 -3.7328 5.0754 0.0 0.0 0.0
H -1.9283 -1.5445 -1.8968 0.0 0.0 0.0
H -0.9067 -3.0014 -2.3061 0.0 0.0 0.0
H -0.1021 -4.5018 -0.4451 0.0 0.0 0.0
H -0.0145 -5.0387 1.9609 0.0 0.0 0.0
H -2.1072 -1.3988 2.8758 0.0 0.0 0.0
H -2.2697 -0.8855 0.4609 0.0 0.0 0.0
```
Positions in Å, forces in eV/Å.

For each atom in turn, the natural (NBO) charge in e is:
1. Ir 0.78
2. N -0.91
3. P 1.43
4. C -0.39
5. C -0.20
6. C -0.18
7. C -0.14
8. C -0.17
9. C -0.21
10. C -0.47
11. C -0.20
12. C -0.14
13. C -0.15
14. C -0.18
15. C -0.19
16. C 0.42
17. C -0.27
18. C -0.06
19. C -0.25
20. C 0.08
21. N -0.49
22. H 0.45
23. H 0.22
24. H 0.24
25. H 0.25
26. H 0.25
27. H 0.22
28. H 0.24
29. H 0.24
30. H 0.25
31. H 0.25
32. H 0.23
33. H 0.25
34. H 0.26
35. H 0.27
36. H 0.25
37. Cl -0.35
38. C -0.39
39. C -0.20
40. C -0.09
41. C -0.17
42. C -0.05
43. C -0.14
44. C -0.13
45. C 0.21
46. N -0.16
47. H 0.25
48. H 0.25
49. H 0.25
50. H 0.27
51. H 0.25
52. H 0.24

---

2.
# C25H21ClN2O4

One molecule with the formula C25H21ClN2O4 at a distorted geometry (ωB97M-V/def2-TZVPD, the Open Molecules 2025 dataset).

Computed properties:
Largest force on an atom in Eh/bohr: 0.37526
LUMO in Ha: -0.0107
DFT total energy in a.u.: -1835.2088
2S+1: 1
SMILES string: O=C(N[C@H](Cc1ccccc1)C(=O)O)/C(=C\c1ccc(Cl)cc1)NC(=O)c1ccccc1
Energy relative to the best compared isomer or geometry (same formula, charge and spin) in kcal per mole: 503.9

```
53
Properties=species:S:1:pos:R:3:forces:R:3
O -0.9661 -1.4395 -1.0735 0.4 -2.7 -1.2
C -0.5923 -0.5389 -0.3983 -2.5 4.9 0.9
N 0.5968 -0.3280 0.2152 -4.1 -6.9 -7.3
C 1.6127 -1.4001 -0.2504 1.3 12.1 14.4
C 1.9011 -1.9875 1.0665 1.1 -6.5 0.9
C 3.0836 -2.8774 0.5827 5.1 -5.3 1.8
C 3.1182 -4.2252 -0.3096 -11.5 11.8 6.4
C 4.2481 -4.6592 -0.5300 3.0 -10.0 -8.0
C 5.4548 -4.4039 -0.1895 1.3 6.1 6.7
C 5.4949 -3.3557 0.9428 12.4 -6.0 -6.2
C 4.4685 -2.7823 1.2391 -12.7 9.3 3.2
C 2.7236 -0.4054 -0.3369 -5.2 0.5 5.4
O 3.3869 -0.5085 -1.1923 9.9 -1.9 -13.1
O 2.9471 0.5908 0.4723 -2.9 0.8 4.8
C -1.7779 0.6669 -0.2593 -1.3 -5.4 2.2
C -1.4350 1.8081 0.2531 -7.7 1.5 3.2
C -0.2193 2.2610 0.0863 8.1 8.2 -2.9
C 0.2595 3.5250 1.0054 -9.3 -10.0 -4.8
C 1.3669 3.9515 1.0064 15.1 8.0 -1.1
C 2.2577 3.6762 -0.1487 -2.8 -1.2 -1.6
Cl 3.7432 4.3991 -0.3841 1.7 0.9 0.5
C 1.7843 2.9586 -1.2545 -1.6 -2.7 1.2
C 0.5226 2.1948 -1.1730 3.1 7.6 10.8
N -3.0565 -0.0371 -0.0023 2.1 -0.5 -2.4
C -4.3540 0.6109 0.4084 1.1 -17.4 -8.2
O -4.2682 1.5151 0.9559 0.1 16.7 9.2
C -5.5506 -0.3299 0.3064 8.7 -3.8 -9.0
C -6.6298 -0.2692 0.9057 -2.9 1.9 4.2
C -7.7070 -1.1471 0.7186 0.6 1.4 -1.4
C -7.7866 -1.8977 -0.3855 3.0 -1.9 0.2
C -6.4235 -2.1879 -1.1491 -5.6 0.5 0.7
C -5.3637 -1.4618 -0.9076 1.2 2.8 2.4
H 0.6472 0.3105 0.8585 1.2 4.2 4.3
H 1.3834 -1.8375 -1.0104 -2.6 -5.2 -8.5
H 1.1069 -2.7397 1.2720 0.1 0.4 0.0
H 2.0704 -1.5511 2.1265 0.0 0.5 -2.5
H 2.0126 -4.2296 -0.4367 1.2 -2.0 -1.4
H 4.0967 -5.5814 -1.3438 0.9 1.7 1.8
H 6.3194 -4.8886 -0.2345 3.2 -2.3 -1.4
H 6.6330 -2.9318 1.1510 -3.2 -1.4 0.2
H 4.4786 -1.8439 1.9561 0.2 -1.9 -1.1
H 3.6730 1.1684 0.2999 0.9 0.1 -1.0
H -2.3358 2.4252 0.8731 2.9 -1.5 -1.8
H -0.3594 3.5764 1.7326 -4.3 1.2 4.8
H 1.8407 4.8836 1.6795 -1.6 -2.8 -1.4
H 2.3519 2.5343 -2.1030 0.4 1.4 0.5
H 0.2282 1.5916 -1.7954 -2.9 -6.0 -7.1
H -2.8429 -0.9672 -0.4817 -1.6 1.5 0.9
H -6.4723 0.5722 1.5947 -1.7 -0.3 0.6
H -8.4929 -0.8200 1.2803 -2.6 -0.2 1.5
H -8.6921 -2.5014 -0.4125 0.3 -0.1 -1.0
H -6.5769 -2.7625 -2.0351 0.4 -0.7 -0.3
H -4.4772 -1.6242 -1.5842 -0.8 0.6 1.2
```
Positions in Å, forces in eV/Å.

For each atom in turn, the natural (NBO) charge in e is:
1. O -0.63
2. C 0.69
3. N -0.62
4. C -0.05
5. C -0.49
6. C 0.05
7. C -0.23
8. C -0.23
9. C -0.18
10. C -0.20
11. C -0.26
12. C 0.79
13. O -0.56
14. O -0.72
15. C 0.13
16. C -0.34
17. C -0.04
18. C -0.17
19. C -0.21
20. C -0.09
21. Cl 0.04
22. C -0.24
23. C -0.14
24. N -0.72
25. C 0.73
26. O -0.51
27. C -0.09
28. C -0.22
29. C -0.23
30. C -0.16
31. C -0.23
32. C -0.20
33. H 0.42
34. H 0.23
35. H 0.23
36. H 0.28
37. H 0.25
38. H 0.19
39. H 0.21
40. H 0.22
41. H 0.19
42. H 0.52
43. H 0.26
44. H 0.20
45. H 0.22
46. H 0.23
47. H 0.17
48. H 0.43
49. H 0.23
50. H 0.21
51. H 0.22
52. H 0.21
53. H 0.23

---

3.
# C25H21N3

One molecule with the formula C25H21N3 at a distorted geometry (ωB97M-V/def2-TZVPD, the Open Molecules 2025 dataset).

Computed properties:
Largest force on an atom in Eh/bohr: 0.10400
LUMO in Ha: 0.0073
DFT total energy in a.u.: -1129.4498
2S+1: 1
SMILES string: N=C(Nc1ccc2c3c(cccc13)CC2)Nc1ccc2c3c(cccc13)CC2
Energy relative to the best compared isomer or geometry (same formula, charge and spin) in kcal per mole: 60.3

```
49
Properties=species:S:1:pos:R:3:forces:R:3
N -0.6064 -0.7587 2.6635 -2.5 -2.1 1.7
C 0.0946 -0.5987 1.6468 -0.3 0.5 2.6
N 1.3819 -0.1896 1.8794 2.0 -0.6 -0.5
C 1.9561 0.7693 1.0793 -0.4 0.9 0.4
C 1.3495 2.0253 0.9902 -0.3 -0.6 0.3
C 2.0363 3.1055 0.4107 -0.3 -2.5 0.1
C 3.2622 2.8553 -0.1015 -2.0 1.7 -0.7
C 3.8089 1.6079 -0.1524 -0.5 -0.2 1.0
C 4.9784 1.6714 -0.8598 2.9 -0.2 -1.5
C 5.6740 0.4967 -1.0772 -0.6 -0.7 1.2
C 5.2576 -0.6797 -0.4258 -4.2 1.3 1.2
C 4.0146 -0.6224 0.3806 2.5 -1.3 -1.7
C 3.1848 0.4825 0.4696 2.5 2.2 -1.3
C 5.3553 3.1167 -1.3424 -2.1 -0.4 0.1
C 3.9584 3.8473 -0.9133 2.2 1.2 -1.1
N -0.3394 -0.6396 0.3815 2.5 1.2 -1.3
C -1.6322 -0.7014 -0.0163 -2.3 2.9 -3.9
C -2.0542 0.3559 -0.9350 0.1 -1.8 1.8
C -3.3597 0.3460 -1.4630 -0.6 2.3 -0.9
C -4.2914 -0.5311 -1.0436 1.5 -1.5 0.5
C -3.8649 -1.6638 -0.2592 2.8 3.2 -0.2
C -4.8854 -2.4517 0.1206 -0.3 -3.0 0.7
C -4.5587 -3.6011 0.9309 -2.4 1.1 -0.5
C -3.2554 -3.8360 1.3855 2.2 1.5 -0.5
C -2.1993 -2.9538 0.9750 -1.6 -0.4 0.0
C -2.4990 -1.7743 0.1926 -1.2 -2.1 1.3
C -6.1395 -1.9120 -0.5976 0.4 -0.5 0.7
C -5.7271 -0.6186 -1.3747 0.2 -0.8 2.1
H -0.0778 -0.8447 3.5438 -0.2 0.7 -0.8
H 2.0132 -0.9180 2.1593 0.1 -0.2 0.1
H 0.3118 2.1680 1.3785 1.0 -0.2 -0.1
H 1.4898 3.9244 0.1036 -0.8 2.1 0.0
H 6.5627 0.3833 -1.6251 1.0 0.4 -0.9
H 5.6337 -1.6472 -0.7116 0.4 -0.1 0.5
H 3.7288 -1.5151 0.8559 -0.3 -1.3 0.4
H 6.2519 3.5474 -0.9132 0.0 -0.1 0.8
H 5.6148 3.1746 -2.4179 -0.8 -0.2 0.3
H 4.0451 4.7266 -0.2837 0.8 0.3 0.1
H 3.3966 4.2820 -1.7667 0.2 -0.9 0.2
H 0.1868 0.0888 -0.1379 -0.4 -1.0 0.0
H -1.4453 1.2415 -1.1527 0.2 -0.6 0.2
H -3.7307 1.1985 -2.1275 0.9 -1.1 0.9
H -5.4023 -4.2518 1.2519 0.8 0.4 -0.2
H -2.9528 -4.6183 2.1247 -0.7 0.5 -1.0
H -1.1808 -3.2073 1.2624 -0.2 0.4 0.1
H -6.8648 -1.7104 0.1856 -0.6 -0.1 -0.4
H -6.4455 -2.6532 -1.3120 -0.7 -0.5 0.0
H -6.2605 0.2255 -0.9359 -0.2 0.1 -0.7
H -5.7747 -0.7418 -2.4259 -0.8 0.2 -1.0
```
Positions in Å, forces in eV/Å.

For each atom in turn, the natural (NBO) charge in e is:
1. N -0.71
2. C 0.56
3. N -0.65
4. C 0.10
5. C -0.21
6. C -0.22
7. C 0.01
8. C -0.08
9. C 0.04
10. C -0.23
11. C -0.19
12. C -0.22
13. C -0.01
14. C -0.42
15. C -0.41
16. N -0.63
17. C 0.25
18. C -0.26
19. C -0.21
20. C -0.01
21. C 0.02
22. C 0.00
23. C -0.23
24. C -0.22
25. C -0.17
26. C -0.12
27. C -0.42
28. C -0.42
29. H 0.35
30. H 0.39
31. H 0.23
32. H 0.21
33. H 0.21
34. H 0.22
35. H 0.19
36. H 0.22
37. H 0.22
38. H 0.22
39. H 0.22
40. H 0.40
41. H 0.21
42. H 0.20
43. H 0.21
44. H 0.22
45. H 0.21
46. H 0.22
47. H 0.22
48. H 0.22
49. H 0.22

---

4.
# C25H21N5O4PtS3

C25H21N5O4PtS3 as an isolated structure (ωB97M-V/def2-TZVPD, the Open Molecules 2025 dataset).

Computed properties:
Largest force on an atom in Eh/bohr: 0.01205
LUMO (alpha / beta) in Ha: -0.0198 / -0.0435
DFT total energy in a.u.: -2853.9072
2S+1: 3

```
59
Properties=species:S:1:pos:R:3:forces:R:3
Pt 0.5120 0.3576 0.2230 -0.1 -0.3 0.3
N 2.3961 -1.0637 -0.2617 -0.2 0.0 0.0
C 3.0431 -1.2174 0.9813 -0.2 0.0 -0.1
C 4.3889 -1.1565 1.1740 0.2 -0.1 0.1
C 4.9308 -1.2800 2.4774 0.0 0.0 -0.1
C 4.1238 -1.4620 3.5615 -0.1 0.0 0.0
C 2.7150 -1.4846 3.3902 0.0 0.0 0.2
C 1.7926 -1.5913 4.4574 0.1 0.0 0.1
C 0.4530 -1.5262 4.2107 0.0 0.0 -0.1
C 0.0120 -1.3200 2.8887 -0.1 -0.1 0.0
N 0.8349 -1.2387 1.8731 0.2 0.3 0.1
C 2.1814 -1.3406 2.1044 -0.2 0.0 -0.2
H 1.7442 -1.8090 -0.4810 0.1 0.0 -0.1
H 2.9809 -0.8808 -1.0650 0.1 0.1 0.1
H 5.0474 -1.0263 0.3240 0.0 0.0 0.0
H 6.0046 -1.2377 2.6034 0.0 0.0 0.0
H 4.5384 -1.5654 4.5560 0.0 0.0 0.0
H 2.1649 -1.7054 5.4688 0.0 0.0 0.0
H -0.2732 -1.5928 5.0083 0.0 0.0 0.0
H -1.0423 -1.2053 2.6650 0.0 0.1 0.0
O -0.5346 7.5241 -1.4590 0.1 -0.1 0.1
C -0.6577 7.1586 -0.1560 -0.4 -0.1 -0.2
O -1.2574 7.8647 0.6047 0.2 0.1 0.1
C -0.0659 5.8416 0.2180 0.0 0.1 0.0
C 0.0187 4.7781 -0.6737 0.1 0.0 0.0
C 0.5610 3.5683 -0.2718 0.0 0.0 0.0
C 1.0155 3.3816 1.0368 -0.1 0.0 0.1
S 1.6674 1.8484 1.6127 0.1 0.2 -0.2
C 0.9238 4.4611 1.9240 0.0 0.0 0.0
C 0.3881 5.6700 1.5218 0.0 -0.1 0.1
H 0.0375 6.8897 -1.9087 0.0 0.1 0.0
H -0.3614 4.8721 -1.6858 0.0 0.0 0.0
H 0.6336 2.7560 -0.9887 0.0 0.0 0.0
H 1.2612 4.3320 2.9452 0.0 0.0 0.0
H 0.2975 6.4937 2.2184 0.0 0.0 0.0
N -2.9749 -6.4826 -3.3700 0.0 0.0 0.1
C -2.4574 -5.2089 -3.1913 -0.1 -0.1 0.0
C -1.2299 -4.8578 -3.7536 0.1 0.0 0.0
C -0.6900 -3.6039 -3.5377 -0.1 0.0 0.0
C -1.3698 -2.6766 -2.7573 0.0 -0.2 -0.1
C -2.5906 -3.0183 -2.1877 0.0 0.0 0.0
C -3.1295 -4.2725 -2.4008 0.0 0.0 0.0
S -0.6731 -1.0721 -2.5755 -0.2 -0.1 0.2
O -1.3165 -0.1808 -3.5050 0.1 0.0 -0.1
O 0.7561 -1.2609 -2.6584 0.1 0.1 0.0
N -1.0156 -0.6499 -1.0474 -0.1 0.6 0.0
C -2.0023 0.2857 -0.7684 0.2 -0.5 -0.2
S -3.5419 0.5438 -1.5010 0.0 -0.1 -0.1
C -3.8742 1.7745 -0.3393 0.0 0.0 0.1
C -2.8277 1.9191 0.5005 0.1 0.0 0.0
N -1.7731 1.0708 0.2535 -0.1 0.1 0.1
H -2.6303 -7.0062 -4.1560 0.0 0.0 0.0
H -3.9602 -6.5993 -3.2075 0.0 0.0 0.0
H -0.6929 -5.5791 -4.3585 0.0 0.0 0.0
H 0.2648 -3.3388 -3.9696 0.0 0.0 0.0
H -3.1234 -2.3137 -1.5597 0.0 0.0 0.0
H -4.0762 -4.5386 -1.9449 0.0 0.0 0.0
H -4.7926 2.3366 -0.3669 0.0 0.0 0.0
H -2.7546 2.6353 1.3050 0.0 0.0 0.0
```
Positions in Å, forces in eV/Å.

For each atom in turn, the natural (NBO) charge in e is:
1. Pt 1.02
2. N -0.81
3. C 0.13
4. C -0.22
5. C -0.18
6. C -0.20
7. C -0.10
8. C -0.10
9. C -0.26
10. C 0.09
11. N -0.48
12. C 0.20
13. H 0.42
14. H 0.42
15. H 0.22
16. H 0.22
17. H 0.22
18. H 0.22
19. H 0.23
20. H 0.21
21. O -0.67
22. C 0.77
23. O -0.57
24. C -0.16
25. C -0.20
26. C -0.25
27. C -0.13
28. S -0.28
29. C -0.24
30. C -0.17
31. H 0.48
32. H 0.21
33. H 0.21
34. H 0.22
35. H 0.23
36. N -0.79
37. C 0.18
38. C -0.26
39. C -0.18
40. C -0.32
41. C -0.18
42. C -0.26
43. S 2.32
44. O -0.95
45. O -0.98
46. N -1.02
47. C 0.22
48. S 0.43
49. C -0.46
50. C -0.04
51. N -0.55
52. H 0.38
53. H 0.38
54. H 0.21
55. H 0.24
56. H 0.22
57. H 0.21
58. H 0.25
59. H 0.23